No. 1
{
  "formula": "C4H6FHgO4",
  "method": "wB97M-V/def2-TZVPD",
  "multiplicity": 2,
  "e_homo_ev": [-6.42, -6.40],
  "e_above_lowest_kcal_mol": 76.73,
  "s2": 0.753,
  "elements": ["C", "O", "H", "H", "H", "C", "O", "C", "C", "O", "O", "F", "H", "H", "H", "Hg"],
  "coordinates": [[1.560, -2.562, 0.348], [1.680, -1.504, -0.519], [0.561, -2.620, 0.843], [1.720, -3.547, -0.150], [2.292, -2.519, 1.197], [-1.379, 1.973, 0.129], [-1.821, 0.758, -0.204], [-0.771, -0.048, -0.718], [0.515, 0.540, -0.147], [-0.102, 2.046, 0.214], [-2.187, 2.824, 0.502], [-0.813, 0.077, -2.079], [-0.945, -1.091, -0.446], [0.701, 0.206, 0.881], [1.206, 0.855, -0.933], [-2.216, 4.609, 1.081]]
}

***

No. 2
{
  "formula": "C5H13NS",
  "method": "wB97M-V/def2-TZVPD",
  "multiplicity": 1,
  "e_homo_ev": -8.32,
  "e_above_lowest_kcal_mol": 99.54,
  "elements": ["C", "C", "S", "C", "N", "C", "C", "H", "H", "H", "H", "H", "H", "H", "H", "H", "H", "H", "H", "H"],
  "coordinates": [[-1.007, -2.494, -0.354], [0.334, -2.859, -1.001], [0.509, -1.997, -2.633], [-0.940, -1.074, 0.309], [0.117, -0.323, 0.249], [-0.014, 2.734, 0.371], [1.034, 3.091, 1.442], [-1.325, -3.183, 0.437], [-1.800, -2.509, -1.113], [1.135, -2.548, -0.335], [0.478, -3.929, -1.160], [1.218, -0.915, -2.237], [-0.749, -0.229, -0.629], [-1.798, -0.826, 0.975], [0.441, 1.993, -0.280], [-0.537, 3.527, -0.179], [-0.875, 2.236, 0.823], [1.707, 2.244, 1.580], [1.554, 4.037, 1.326], [0.517, 3.025, 2.408]]
}

***

No. 3
{
  "formula": "C17H23N3O3",
  "method": "wB97M-V/def2-TZVPD",
  "multiplicity": 1,
  "smiles": "CC[C@H](C)[C@H](NC(=O)[C@@H](N)Cc1c[nH]c2ccccc12)C(=O)O",
  "e_homo_ev": -8.03,
  "e_above_lowest_kcal_mol": 89.49,
  "elements": ["C", "C", "C", "C", "C", "N", "C", "O", "C", "N", "C", "C", "C", "N", "C", "C", "C", "C", "C", "C", "C", "O", "O", "H", "H", "H", "H", "H", "H", "H", "H", "H", "H", "H", "H", "H", "H", "H", "H", "H", "H", "H", "H", "H", "H", "H"],
  "coordinates": [[3.287, -1.470, -2.311], [2.098, -0.902, -1.537], [2.467, -0.509, -0.096], [2.717, -1.729, 0.774], [1.329, 0.451, 0.435], [1.469, 1.665, -0.326], [0.350, 2.545, -0.314], [0.197, 3.501, 0.403], [-0.602, 2.325, -1.481], [-0.016, 2.545, -2.809], [-1.217, 0.813, -1.482], [-1.860, 0.667, -0.141], [-2.151, 1.647, 0.704], [-2.638, 1.105, 1.878], [-2.821, -0.269, 1.723], [-3.342, -1.211, 2.582], [-3.274, -2.581, 2.214], [-2.865, -2.954, 0.958], [-2.430, -1.911, 0.059], [-2.393, -0.554, 0.468], [1.339, 0.654, 1.978], [0.951, -0.335, 2.651], [1.403, 1.841, 2.486], [4.046, -0.724, -2.378], [3.732, -2.386, -1.846], [2.981, -1.867, -3.375], [1.694, -0.093, -2.097], [1.292, -1.685, -1.531], [3.413, 0.019, -0.109], [1.621, -2.242, 0.962], [3.236, -1.362, 1.695], [3.271, -2.483, 0.306], [0.454, -0.173, 0.137], [2.339, 2.140, -0.054], [-1.527, 2.818, -1.298], [-0.670, 2.244, -3.533], [0.239, 3.526, -2.948], [-0.364, 0.119, -1.491], [-1.820, 0.680, -2.367], [-1.915, 2.651, 0.679], [-3.348, 1.544, 2.471], [-3.737, -1.038, 3.562], [-3.563, -3.408, 2.918], [-2.701, -3.994, 0.692], [-2.069, -2.185, -0.952], [1.397, 2.567, 1.743]]
}

***

No. 4
{
  "formula": "C25H38FN4O5PS5SbW",
  "method": "wB97M-V/def2-TZVPD",
  "multiplicity": 2,
  "e_homo_ev": [-6.73, -6.73],
  "e_above_lowest_kcal_mol": 15.37,
  "s2": 0.790,
  "elements": ["W", "O", "C", "C", "C", "C", "C", "C", "C", "O", "N", "N", "C", "S", "C", "C", "S", "H", "H", "H", "H", "H", "H", "H", "H", "H", "N", "C", "C", "N", "H", "H", "H", "H", "H", "H", "H", "H", "S", "Sb", "S", "S", "C", "C", "O", "P", "O", "C", "C", "O", "C", "C", "H", "H", "H", "H", "H", "H", "H", "H", "H", "H", "H", "H", "H", "H", "H", "F", "C", "C", "C", "C", "C", "C", "C", "H", "H", "H", "H", "H", "H"],
  "coordinates": [[0.305, -0.194, 1.565], [0.601, -1.211, -2.818], [-0.053, -2.392, -2.783], [-0.340, -2.988, -4.011], [-0.989, -4.204, -4.062], [-1.365, -4.856, -2.890], [-1.082, -4.271, -1.674], [-0.428, -3.037, -1.595], [-0.168, -2.446, -0.270], [0.187, -1.164, -0.237], [-0.295, -3.154, 0.794], [-0.062, -2.390, 1.946], [-0.369, -3.033, 3.021], [-1.086, -4.623, 2.962], [-1.108, -4.831, 4.765], [-1.309, -3.470, 5.399], [-0.173, -2.320, 4.588], [0.673, -0.888, -1.897], [-0.041, -2.468, -4.911], [-1.207, -4.650, -5.024], [-1.880, -5.806, -2.930], [-1.371, -4.749, -0.749], [-0.170, -5.281, 5.088], [-1.929, -5.507, 5.003], [-1.074, -3.471, 6.462], [-2.325, -3.102, 5.254], [2.369, -1.234, 1.435], [3.362, -0.704, 2.392], [2.637, -0.463, 3.697], [1.453, 0.353, 3.393], [2.196, -2.220, 1.614], [2.708, -1.140, 0.480], [3.737, 0.237, 1.990], [4.202, -1.389, 2.518], [3.286, 0.030, 4.423], [2.311, -1.410, 4.128], [1.716, 1.333, 3.266], [0.787, 0.394, 4.195], [-0.885, 1.130, 5.493], [-2.018, 1.762, 3.603], [-0.227, 2.255, 1.966], [-1.958, -0.326, 2.241], [-0.785, 3.419, -2.055], [-0.289, 2.129, -1.455], [0.988, 2.396, -0.822], [1.627, 1.356, 0.202], [2.718, 2.294, 0.911], [2.634, 3.734, 1.034], [3.462, 4.413, -0.032], [2.587, 0.453, -0.753], [3.532, 1.031, -1.684], [2.944, 1.158, -3.071], [-1.739, 3.245, -2.553], [-0.075, 3.810, -2.785], [-0.934, 4.163, -1.272], [-0.145, 1.358, -2.217], [-0.974, 1.755, -0.694], [3.008, 3.959, 2.032], [1.590, 4.034, 0.986], [4.500, 4.080, 0.004], [3.446, 5.492, 0.131], [3.055, 4.214, -1.023], [4.387, 0.354, -1.685], [3.866, 1.994, -1.297], [2.567, 0.198, -3.421], [3.717, 1.504, -3.760], [2.128, 1.878, -3.084], [-5.753, 4.268, -2.843], [-5.033, 3.169, -2.532], [-4.796, 2.227, -3.520], [-4.060, 1.104, -3.204], [-3.542, 0.908, -1.901], [-2.757, -0.203, -1.561], [-3.819, 1.904, -0.927], [-4.558, 3.024, -1.238], [-5.192, 2.387, -4.514], [-3.863, 0.358, -3.964], [-2.539, -0.990, -2.269], [-2.319, -0.227, -0.573], [-3.432, 1.769, 0.077], [-4.772, 3.786, -0.501]]
}

***

No. 5
{
  "formula": "C4H6O2",
  "method": "wB97M-V/def2-TZVPD",
  "multiplicity": 1,
  "e_homo_ev": -8.98,
  "e_above_lowest_kcal_mol": 133.13,
  "elements": ["O", "C", "C", "C", "O", "C", "H", "H", "H", "H", "H", "H"],
  "coordinates": [[-0.279, 0.306, -2.007], [0.307, -0.551, -1.178], [0.639, 0.344, 0.249], [-0.694, 0.737, 0.922], [-1.361, -0.492, 0.601], [-0.182, -1.033, 0.090], [0.351, 0.886, -1.012], [1.244, -1.057, -1.464], [1.599, 0.385, 0.754], [-0.581, 0.837, 2.007], [-1.221, 1.604, 0.511], [0.177, -1.965, 0.527]]
}

***

No. 6
{
  "formula": "C3H10N2O",
  "method": "wB97M-V/def2-TZVPD",
  "multiplicity": 2,
  "e_homo_ev": [1.25, -2.94],
  "charge": -1,
  "e_above_lowest_kcal_mol": 42.49,
  "s2": 0.753,
  "elements": ["O", "C", "C", "H", "H", "H", "H", "N", "C", "N", "H", "H", "H", "H", "H", "H"],
  "coordinates": [[0.308, -1.355, 1.181], [-0.040, -1.617, 0.057], [0.206, -2.926, -0.546], [-0.468, -0.826, -0.618], [1.307, -3.095, -0.699], [-0.522, -3.587, -0.127], [-0.153, -2.743, -1.595], [-1.226, 1.394, 0.407], [-0.090, 2.235, 0.090], [1.373, 1.740, 0.233], [-2.093, 1.720, 0.004], [-1.285, 1.222, 1.414], [-0.227, 3.037, 0.779], [-0.084, 2.557, -1.059], [1.505, 1.146, -0.584], [1.488, 1.098, 1.065]]
}

***

No. 7
{
  "formula": "C18H20N2O5S",
  "method": "wB97M-V/def2-TZVPD",
  "multiplicity": 1,
  "smiles": "COc1ccc(S(=O)(=O)N[C@@H](C)C(=O)Nc2cccc(C(C)=O)c2)cc1",
  "e_homo_ev": -8.48,
  "e_above_lowest_kcal_mol": 12.46,
  "elements": ["C", "O", "C", "C", "C", "C", "S", "O", "O", "N", "C", "C", "C", "O", "N", "C", "C", "C", "C", "C", "C", "C", "O", "C", "C", "C", "H", "H", "H", "H", "H", "H", "H", "H", "H", "H", "H", "H", "H", "H", "H", "H", "H", "H", "H", "H"],
  "coordinates": [[6.960, -1.414, -1.956], [6.687, -0.942, -0.655], [5.504, -0.340, -0.409], [4.494, -0.151, -1.352], [3.317, 0.479, -0.982], [3.148, 0.917, 0.315], [1.610, 1.662, 0.821], [1.853, 2.731, 1.737], [0.809, 1.912, -0.351], [0.815, 0.481, 1.664], [0.517, -0.766, 0.981], [1.057, -1.978, 1.724], [-1.016, -0.863, 0.774], [-1.660, -1.823, 1.126], [-1.481, 0.245, 0.154], [-2.795, 0.582, -0.170], [-3.008, 1.842, -0.732], [-4.285, 2.239, -1.080], [-5.365, 1.400, -0.871], [-5.164, 0.139, -0.313], [-6.273, -0.822, -0.068], [-7.681, -0.287, -0.194], [-6.062, -1.978, 0.220], [-3.875, -0.267, 0.031], [4.143, 0.740, 1.262], [5.317, 0.116, 0.903], [6.248, -2.188, -2.258], [6.951, -0.601, -2.687], [7.959, -1.844, -1.906], [4.613, -0.485, -2.370], [2.529, 0.650, -1.699], [1.074, 0.401, 2.632], [0.973, -0.704, -0.016], [0.605, -2.036, 2.711], [0.792, -2.882, 1.182], [2.139, -1.918, 1.819], [-0.789, 0.961, -0.070], [-2.164, 2.497, -0.891], [-4.440, 3.215, -1.517], [-6.352, 1.730, -1.154], [-7.886, -0.031, -1.232], [-7.806, 0.603, 0.418], [-8.383, -1.052, 0.125], [-3.733, -1.246, 0.459], [3.987, 1.111, 2.262], [6.114, -0.034, 1.613]]
}

***

No. 8
{
  "formula": "C5H12N3",
  "method": "wB97M-V/def2-TZVPD",
  "multiplicity": 1,
  "e_homo_ev": -13.14,
  "charge": 1,
  "e_above_lowest_kcal_mol": 119.02,
  "elements": ["C", "C", "C", "C", "C", "N", "N", "N", "H", "H", "H", "H", "H", "H", "H", "H", "H", "H", "H", "H"],
  "coordinates": [[-0.962, 0.589, -1.559], [0.542, 0.873, -0.033], [-1.769, 0.243, 1.526], [2.025, -0.792, -0.867], [-0.276, 0.443, 1.732], [-0.398, 1.475, -0.839], [-0.362, -0.624, -1.523], [0.608, -0.599, -0.510], [-1.794, 0.934, -2.200], [1.516, 1.408, 0.270], [-2.224, 0.860, 0.762], [-2.217, 0.173, 2.472], [-2.034, -0.660, 1.102], [2.272, -1.588, -1.485], [2.378, -0.071, -1.535], [2.688, -0.628, -0.076], [0.233, -0.386, 1.993], [0.007, 1.310, 2.315], [-0.697, -1.543, -1.708], [0.465, -1.420, 0.164]]
}

***

No. 9
{
  "formula": "C4H32NO14S",
  "method": "wB97M-V/def2-TZVPD",
  "multiplicity": 1,
  "e_homo_ev": -5.16,
  "charge": -1,
  "e_above_lowest_kcal_mol": 168.51,
  "elements": ["O", "C", "C", "C", "S", "N", "C", "O", "H", "H", "H", "H", "H", "H", "H", "H", "H", "H", "O", "H", "H", "O", "H", "H", "O", "H", "H", "O", "H", "H", "O", "H", "H", "O", "H", "H", "O", "H", "H", "O", "H", "H", "O", "H", "H", "O", "H", "H", "O", "H", "H", "O"],
  "coordinates": [[0.827, 2.809, 0.103], [1.233, 1.668, 0.652], [1.384, 0.360, -0.197], [2.795, -0.244, -0.425], [3.911, 1.101, -1.068], [0.413, -0.646, 0.296], [-0.270, -1.492, -0.725], [0.615, -2.508, -1.181], [2.114, 1.904, 1.131], [1.132, 0.808, -1.163], [2.628, -1.125, -1.139], [3.279, -0.648, 0.514], [2.893, 1.804, -1.637], [0.776, -1.096, 1.146], [-0.944, -2.266, -0.156], [-0.631, -0.935, -1.542], [0.267, -0.671, 3.908], [0.803, 0.202, 2.853], [1.036, -0.506, 3.443], [0.198, -3.320, 0.722], [0.806, -4.017, 1.899], [-0.049, -3.595, 1.606], [-1.363, -2.639, 3.424], [-0.649, -1.629, 2.498], [-1.312, -1.729, 3.352], [-4.039, 0.887, -0.291], [-3.575, 0.947, -1.789], [-4.427, 0.036, -0.631], [1.024, -2.268, -2.034], [0.171, -1.376, -4.187], [0.459, -1.152, -3.328], [0.500, 2.712, -1.744], [1.152, 3.852, -2.055], [0.915, 2.966, -2.568], [2.301, -1.662, 1.483], [2.369, -1.776, 2.925], [2.445, -2.293, 2.188], [-2.079, 2.117, 0.924], [-0.659, 2.833, 0.387], [-1.646, 2.632, 0.321], [-0.086, -0.343, -3.201], [-0.164, 1.995, -3.646], [-0.692, 1.247, -3.636], [-0.069, 2.471, 2.155], [-1.420, 0.136, 1.065], [0.339, 1.513, 1.803], [-3.836, -0.590, -0.209], [-2.203, -0.561, 2.294], [-2.294, 0.047, 1.483], [-2.320, 1.549, -1.111], [-1.407, 1.174, -3.052], [-2.652, 1.316, -1.862]]
}

***

No. 10
{
  "formula": "C4H7NO",
  "method": "wB97M-V/def2-TZVPD",
  "multiplicity": 1,
  "e_homo_ev": [-7.80, -7.80],
  "e_above_lowest_kcal_mol": 114.71,
  "elements": ["O", "C", "C", "C", "C", "N", "H", "H", "H", "H", "H", "H", "H"],
  "coordinates": [[-1.287, 0.015, 1.482], [-0.174, -1.121, 0.159], [-0.219, -0.363, -1.105], [0.243, 0.935, -0.464], [1.645, 1.095, -0.372], [2.806, 1.134, -0.264], [-1.050, -0.113, 2.414], [-0.908, -1.865, 0.449], [0.803, -1.199, 0.630], [-1.243, -0.290, -1.479], [0.420, -0.778, -1.897], [-0.681, 0.728, 1.103], [-0.354, 1.823, -0.655]]
}

***

No. 11
{
  "formula": "C23H19BrI3N4O2Ru",
  "method": "wB97M-V/def2-TZVPD",
  "multiplicity": 1,
  "e_homo_ev": [-16.06, -15.98],
  "charge": 3,
  "e_above_lowest_kcal_mol": 7.88,
  "elements": ["Ru", "C", "C", "N", "C", "C", "C", "O", "C", "C", "N", "C", "C", "C", "C", "C", "C", "I", "C", "O", "H", "H", "H", "H", "H", "H", "H", "H", "H", "H", "H", "H", "Br", "C", "C", "C", "C", "C", "C", "I", "H", "H", "H", "H", "I", "C", "C", "N", "N", "C", "H", "H", "H"],
  "coordinates": [[0.148, -0.397, 0.567], [-4.281, -1.119, -0.279], [-3.957, 0.231, 0.213], [-4.921, 1.124, 0.355], [-4.589, 2.354, 0.711], [-3.267, 2.876, 0.871], [-3.140, 4.336, 1.238], [-2.005, 4.545, 2.054], [-2.228, 1.990, 0.742], [-0.837, 2.444, 0.747], [0.195, 1.676, 0.763], [1.475, 2.330, 0.847], [1.628, 3.522, 1.549], [2.866, 4.149, 1.597], [3.962, 3.593, 0.957], [3.836, 2.383, 0.279], [2.601, 1.769, 0.248], [2.431, -0.090, -0.697], [-2.577, 0.602, 0.525], [-1.736, -0.345, 0.536], [-5.353, -1.207, -0.432], [-3.939, -1.882, 0.425], [-3.753, -1.308, -1.219], [-5.428, 3.021, 0.892], [-4.062, 4.649, 1.732], [-3.071, 4.927, 0.315], [-2.228, 5.155, 2.766], [-0.688, 3.516, 0.700], [0.789, 3.950, 2.083], [2.972, 5.074, 2.146], [4.923, 4.086, 0.989], [4.695, 1.942, -0.210], [-2.240, -1.586, 3.576], [-1.328, -0.367, 4.698], [-2.007, 0.144, 5.794], [-1.377, 1.053, 6.634], [-0.077, 1.466, 6.387], [0.616, 0.966, 5.294], [-0.017, 0.042, 4.472], [1.159, -0.814, 2.977], [-3.020, -0.177, 5.995], [-1.914, 1.437, 7.491], [0.407, 2.171, 7.048], [1.638, 1.268, 5.109], [0.254, -5.893, -2.215], [0.058, -4.438, -0.790], [-0.246, -4.601, 0.554], [-0.246, -3.390, 1.121], [0.044, -2.425, 0.223], [0.234, -3.066, -0.941], [-0.461, -5.491, 1.123], [-0.462, -3.150, 2.079], [0.463, -2.520, -1.844]]
}

***

No. 12
{
  "formula": "C4H13N3O",
  "method": "wB97M-V/def2-TZVPD",
  "multiplicity": 1,
  "smiles": "CC(C)(N)O.[H]/N=N\\C",
  "e_homo_ev": -7.40,
  "e_above_lowest_kcal_mol": 77.21,
  "elements": ["C", "C", "C", "N", "O", "H", "H", "H", "H", "H", "H", "H", "H", "H", "H", "N", "N", "C", "H", "H", "H"],
  "coordinates": [[1.866, -1.640, 0.263], [0.430, -1.173, 0.063], [0.247, -0.503, -1.299], [0.093, -0.207, 1.123], [-0.396, -2.323, 0.173], [2.537, -0.784, 0.287], [2.154, -2.302, -0.550], [1.949, -2.193, 1.198], [-0.786, -0.186, -1.434], [0.877, 0.380, -1.376], [0.507, -1.206, -2.085], [0.381, -0.559, 2.030], [-0.909, -0.016, 1.133], [-1.258, -2.140, -0.220], [0.474, 1.328, 0.860], [0.605, 2.402, 0.477], [-0.347, 2.879, -0.046], [-1.839, 2.127, -0.112], [-2.513, 2.918, 0.215], [-1.999, 1.972, -1.178], [-2.072, 1.229, 0.478]]
}